(1)
The following is a quantum chemistry calculation of a 2-piece molecular cluster, C2H5F2N overall in a non-equilibrium geometry, from OMol25.

The geometry in XYZ format:
```
10
Properties=species:S:1:pos:R:3
C 0.39 -1.15 0.31
C -0.67 -0.13 0.05
N 0.53 1.57 -0.21
F -1.36 -0.16 -1.07
F -1.39 0.31 1.04
H 0.42 -1.80 -0.62
H 1.32 -0.66 0.51
H 0.11 -1.83 1.14
H 0.71 1.40 -1.21
H -0.05 2.46 0.06
```

Output
ΔE to the lowest compared entry with this formula, charge and spin (eV): 2.7138
Net charge: 0
HOMO-LUMO gap (eV): 9.9


(2)
The following is a quantum chemistry calculation of a 2-piece molecular cluster, C2H5F2NO overall in a non-equilibrium geometry, from OMol25.

The geometry in XYZ format:
```
11
Properties=species:S:1:pos:R:3
C 0.03 0.05 0.61
C -0.26 0.06 -2.62
N 1.03 0.14 -0.36
O -0.16 -1.25 1.09
F 0.60 0.07 -3.60
F -0.85 1.24 -2.44
H 0.30 0.54 1.73
H -0.89 0.53 0.30
H -0.92 -0.73 -2.40
H 1.38 1.14 -0.48
H 0.35 -2.00 0.57
```

Output
ΔE to the lowest compared entry with this formula, charge and spin (eV): 4.4283
Net charge: 0
HOMO-LUMO gap (alpha / beta) (eV): 8.1 / 10.1


(3)
The following is a quantum chemistry calculation of C2H5F2NO2S in the gas phase, from OMol25.

The geometry in XYZ format:
```
13
Properties=species:S:1:pos:R:3
C 1.51 0.33 0.41
C 0.72 -0.59 -0.49
N -0.68 -0.82 -0.12
F -0.70 -1.39 1.16
S -1.70 0.51 -0.12
O -2.10 0.85 1.18
O -1.19 1.44 -1.07
F -2.91 -0.17 -0.81
H 1.48 -0.01 1.45
H 1.16 1.36 0.35
H 2.55 0.32 0.09
H 0.71 -0.25 -1.53
H 1.16 -1.59 -0.49
```

Output
ΔE to the lowest compared entry with this formula, charge and spin (eV): 1.7703
SMILES: CCN(F)S(=O)(=O)F
Net charge: 0
HOMO-LUMO gap (eV): 11.8


(4)
The following is a quantum chemistry calculation of a 2-piece molecular cluster, C2H5F2NOS overall in a non-equilibrium geometry, from OMol25.

The geometry in XYZ format:
```
12
Properties=species:S:1:pos:R:3
C 2.60 0.58 -0.19
C 1.21 1.18 0.12
N -3.39 1.33 -1.12
O -2.81 -0.46 0.47
F 1.04 2.30 -0.70
F 0.96 1.69 1.30
S -3.34 0.91 0.36
H 2.61 0.34 -1.22
H 3.42 1.35 0.01
H 2.66 -0.26 0.48
H 0.34 0.49 -0.24
H -2.89 0.77 -1.76
```

Output
Multiplicity: 3
ΔE to the lowest compared entry with this formula, charge and spin (eV): 1.2822
⟨S²⟩: 2.016
Net charge: 0
HOMO-LUMO gap (alpha / beta) (eV): 8.7 / 7.0


(5)
The following is a quantum chemistry calculation of C2H5F2OP in the gas phase in a non-equilibrium geometry, from OMol25.

The geometry in XYZ format:
```
11
Properties=species:S:1:pos:R:3
C -0.94 -0.30 1.09
O -0.56 -0.25 -0.24
C 0.65 0.86 -0.60
F 1.43 1.04 0.42
F 0.02 2.03 -0.81
P 1.33 0.04 -2.12
H -2.08 -0.77 1.05
H -0.91 0.67 1.44
H -0.38 -0.88 1.78
H 0.25 0.55 -2.91
H 1.93 1.24 -2.58
```

Output
ΔE to the lowest compared entry with this formula, charge and spin (eV): 5.3654
SMILES: COC(F)(F)P
Net charge: 0
HOMO-LUMO gap (eV): 11.1


(6)
The following is a quantum chemistry calculation of a 3-piece molecular cluster, C2H5FNO overall in a non-equilibrium geometry, from OMol25.

The geometry in XYZ format:
```
10
Properties=species:S:1:pos:R:3
C -1.09 0.46 -0.13
C 0.32 0.06 -0.08
N 0.78 -1.09 0.10
O 1.76 -1.79 -0.01
F 2.33 2.12 -0.01
H -1.22 1.39 0.40
H -1.70 -0.30 0.32
H -1.28 0.59 -1.20
H 1.13 0.78 -0.13
H -1.03 -2.23 0.75
```

Output
ΔE to the lowest compared entry with this formula, charge and spin (eV): 6.2660
Net charge: -1
HOMO-LUMO gap (alpha / beta) (eV): 6.7 / 8.0


(7)
The following is a quantum chemistry calculation of C2H5FNPS in the gas phase in a non-equilibrium geometry, from OMol25.

The geometry in XYZ format:
```
11
Properties=species:S:1:pos:R:3
C 1.76 -0.16 0.41
P 0.18 0.29 1.24
S -0.58 1.82 -0.10
C -1.41 0.25 -0.75
N -0.72 -0.65 0.07
F -1.72 -1.43 0.73
H 1.51 -0.52 -0.58
H 2.16 -1.02 0.94
H 2.45 0.68 0.40
H -1.16 0.32 -1.83
H -2.47 0.42 -0.54
```

Output
ΔE to the lowest compared entry with this formula, charge and spin (eV): 0.9722
SMILES: CP1SCN1F
Net charge: 0
HOMO-LUMO gap (eV): 9.1


(8)
The following is a quantum chemistry calculation of C2H5FNPS in the gas phase in a non-equilibrium geometry, from OMol25.

The geometry in XYZ format:
```
11
Properties=species:S:1:pos:R:3
C -1.07 1.91 0.25
C 0.92 -1.43 0.25
N -1.15 0.56 -0.39
F -2.52 0.35 -0.92
P -0.78 -0.44 0.98
S 0.10 1.50 1.61
H -0.49 2.71 -0.38
H -2.04 2.17 0.74
H 0.60 -2.40 0.21
H 1.47 -1.33 1.15
H 1.37 -1.16 -0.65
```

Output
Multiplicity: 3
ΔE to the lowest compared entry with this formula, charge and spin (eV): 1.5569
⟨S²⟩: 2.011
Net charge: 0
HOMO-LUMO gap (alpha / beta) (eV): 6.0 / 6.6


(9)
The following is a quantum chemistry calculation of C2H5FO in the gas phase in a non-equilibrium geometry, from OMol25.

The geometry in XYZ format:
```
9
Properties=species:S:1:pos:R:3
C 0.32 0.90 0.05
C 0.07 -0.66 -0.21
O -0.67 -1.35 0.73
F -0.43 -0.72 -1.46
H -0.29 1.69 -0.49
H 0.14 1.14 1.07
H 1.36 1.32 -0.16
H 1.15 -1.07 -0.32
H -1.64 -1.25 0.78
```

Output
ΔE to the lowest compared entry with this formula, charge and spin (eV): 0.3037
SMILES: C[C@@H](O)F
Net charge: 0
HOMO-LUMO gap (eV): 11.8


(10)
The following is a quantum chemistry calculation of C2H5FO2Pr as an isolated structure in a non-equilibrium geometry, from OMol25.

The geometry in XYZ format:
```
11
Properties=species:S:1:pos:R:3
Pr -0.64 -0.34 -2.62
O -0.66 -1.93 -1.01
C 0.59 0.79 0.85
O 0.28 -0.07 -0.22
C -0.17 -1.41 0.12
H 0.93 1.75 0.44
H -0.30 0.96 1.48
H 1.38 0.34 1.47
H 0.72 -1.95 0.53
H -0.92 -1.30 0.94
F -1.20 3.17 -1.99
```

Output
Multiplicity: 4
⟨S²⟩: 3.752
Net charge: 0
HOMO-LUMO gap (alpha / beta) (eV): 6.0 / 6.3


(11)
The following is a quantum chemistry calculation of a 2-piece molecular cluster, C2H5FOS overall in a non-equilibrium geometry, from OMol25.

The geometry in XYZ format:
```
10
Properties=species:S:1:pos:R:3
C 1.31 -0.25 -0.12
C 0.64 0.91 0.52
O -1.65 0.38 -0.64
F -2.69 -1.62 0.13
S -0.94 1.34 0.24
H 1.37 -1.03 0.50
H 0.87 -0.67 -1.05
H 2.24 0.12 -0.54
H -2.16 -0.85 -0.24
H 1.02 1.68 1.21
```

Output
ΔE to the lowest compared entry with this formula, charge and spin (eV): 0.4479
Net charge: 0
HOMO-LUMO gap (eV): 9.5


(12)
The following is a quantum chemistry calculation of a 2-piece molecular cluster, C2H5FS overall in a non-equilibrium geometry, from OMol25.

The geometry in XYZ format:
```
9
Properties=species:S:1:pos:R:3
C -1.58 0.22 0.44
C -0.18 -0.05 -0.09
S 0.61 0.93 -1.03
H -2.17 0.73 -0.23
H -1.47 0.73 1.42
H -1.99 -0.86 0.68
H 0.31 -0.99 0.26
F 3.51 -0.73 -0.76
H 2.97 0.02 -0.69
```

Output
ΔE to the lowest compared entry with this formula, charge and spin (eV): 0.4185
SMILES: CC=S.F
Net charge: 0
HOMO-LUMO gap (eV): 8.9


(13)
The following is a quantum chemistry calculation of C2H5FS in the gas phase in a non-equilibrium geometry, from OMol25.

The geometry in XYZ format:
```
9
Properties=species:S:1:pos:R:3
C -1.21 0.12 -1.01
C -0.72 -0.74 0.09
H 0.55 -0.67 1.96
H -2.03 0.81 -0.81
H -1.19 -0.28 -2.02
H -1.21 -0.65 1.06
H -0.38 -1.74 -0.15
F 1.05 -0.38 1.23
S 0.40 0.60 -0.35
```

Output
ΔE to the lowest compared entry with this formula, charge and spin (eV): 2.9849
Net charge: 0
HOMO-LUMO gap (eV): 9.0


(14)
The following is a quantum chemistry calculation of a 2-piece molecular cluster, C2H5FS2 overall in a non-equilibrium geometry, from OMol25.

The geometry in XYZ format:
```
10
Properties=species:S:1:pos:R:3
C -0.42 0.98 -1.66
C -0.05 0.63 -0.18
F -1.15 0.65 0.63
S 0.33 -2.66 2.19
S 1.34 0.66 0.52
H 0.18 0.43 -2.35
H -1.45 0.74 -1.97
H -0.21 2.08 -1.96
H 0.03 -1.25 1.97
H 1.40 -2.25 2.82
```

Output
Multiplicity: 3
ΔE to the lowest compared entry with this formula, charge and spin (eV): 0.3394
⟨S²⟩: 2.005
Net charge: 0
HOMO-LUMO gap (alpha / beta) (eV): 7.5 / 6.4


(15)
The following is a quantum chemistry calculation of C2H5HgLiO2 as an isolated structure in a non-equilibrium geometry, from OMol25.

The geometry in XYZ format:
```
11
Properties=species:S:1:pos:R:3
H 3.03 -2.09 2.59
Li 1.02 -1.01 1.88
O 0.22 0.55 -1.94
C 0.30 0.10 -0.64
C -0.92 0.32 0.27
O -0.69 -0.22 1.51
Hg -1.52 1.38 -2.77
H 1.12 0.69 -0.14
H 0.36 -1.02 -0.70
H -1.79 -0.13 -0.29
H -1.12 1.43 0.23
```

Output
Multiplicity: 2
ΔE to the lowest compared entry with this formula, charge and spin (eV): 0.0000
⟨S²⟩: 0.765
Net charge: -1
HOMO-LUMO gap (alpha / beta) (eV): 5.9 / 3.8


(16)
The following is a quantum chemistry calculation of an isolated ion of composition C2H5I2N2O and charge +1 in a non-equilibrium geometry, from OMol25.

The geometry in XYZ format:
```
12
Properties=species:S:1:pos:R:3
C 0.96 0.26 -0.14
N -0.30 -0.48 -0.05
C -1.47 0.00 -0.07
N -2.61 -0.57 0.01
I -2.94 -2.68 0.02
O -1.37 1.65 0.00
I -3.08 2.68 0.09
H 0.78 1.13 -0.80
H 1.67 -0.56 -0.47
H 1.36 0.74 0.72
H -0.18 -1.43 0.04
H -3.24 0.22 -0.18
```

Output
ΔE to the lowest compared entry with this formula, charge and spin (eV): 0.0000
SMILES: C/[NH+]=C(/NI)OI
Net charge: +1
HOMO-LUMO gap (eV): 7.6


(17)
The following is a quantum chemistry calculation of C2H5I2N3 as an isolated structure in a non-equilibrium geometry, from OMol25.

The geometry in XYZ format:
```
12
Properties=species:S:1:pos:R:3
C 0.73 -0.20 -1.73
C -0.90 -0.43 1.67
N 1.34 0.63 -2.45
N -0.80 0.79 2.11
N 0.09 -0.61 -0.80
I 0.57 -1.80 2.16
I -2.64 -0.99 0.55
H 0.80 0.97 -3.24
H 2.45 0.78 -2.38
H 0.01 0.90 2.65
H -1.40 1.54 2.15
H -0.25 -1.57 -0.69
```

Output
Multiplicity: 3
⟨S²⟩: 2.010
Net charge: +2
HOMO-LUMO gap (alpha / beta) (eV): 5.9 / 5.9


(18)
The following is a quantum chemistry calculation of C2H5I2OP as an isolated structure in a non-equilibrium geometry, from OMol25.

The geometry in XYZ format:
```
11
Properties=species:S:1:pos:R:3
C -0.91 -0.51 -0.45
C -0.31 0.70 -0.26
O -0.31 -1.93 0.44
P 1.61 0.17 -0.17
I 2.13 -0.40 2.10
I 2.64 2.53 -0.37
H -0.46 -0.61 -1.53
H -1.11 -1.86 0.94
H -1.89 -0.35 -0.65
H -0.55 0.91 0.80
H -0.83 1.35 -0.84
```

Output
ΔE to the lowest compared entry with this formula, charge and spin (eV): 4.0366
Net charge: 0
HOMO-LUMO gap (eV): 8.5


(19)
The following is a quantum chemistry calculation of C2H5IN2 in the gas phase in a non-equilibrium geometry, from OMol25.

The geometry in XYZ format:
```
10
Properties=species:S:1:pos:R:3
C -0.19 1.71 -0.04
N 0.95 1.34 -0.05
N 1.44 0.10 -0.29
C 0.41 -1.07 -0.18
I 3.47 0.03 0.04
H -0.20 2.72 0.27
H -1.15 1.20 -0.13
H -0.21 -1.16 0.69
H -0.20 -1.06 -1.02
H 1.05 -1.94 -0.24
```

Output
ΔE to the lowest compared entry with this formula, charge and spin (eV): 1.8066
SMILES: C=NN(C)I
Net charge: 0
HOMO-LUMO gap (eV): 8.1


(20)
The following is a quantum chemistry calculation of a 2-piece molecular cluster, C2H5IN2 overall in a non-equilibrium geometry, from OMol25.

The geometry in XYZ format:
```
10
Properties=species:S:1:pos:R:3
C -0.32 -1.11 -0.13
C 0.63 -0.30 0.69
N -0.78 1.89 -0.49
N 0.16 1.96 0.25
I 2.68 -0.46 0.19
H 0.23 -1.96 -0.79
H -0.93 -1.55 0.64
H -0.87 -0.66 -0.97
H 0.27 -0.49 1.65
H -1.08 2.68 -1.03
```

Output
ΔE to the lowest compared entry with this formula, charge and spin (eV): 2.9759
Net charge: 0
HOMO-LUMO gap (alpha / beta) (eV): 8.3 / 8.5